(1)
DFT (the ωB97M-V functional and the def2-TZVPD basis) results for 9 unconnected molecules or ions with the total composition C44H115N9O13 in a non-equilibrium geometry.

Element x y z (Å)
1 H 3.227 0.711 0.754
2 H -6.408 -2.078 -1.845
3 H 3.518 -5.681 3.187
4 H 2.234 3.367 -0.815
5 H 2.173 -2.031 -3.866
6 H 1.166 -3.509 -1.112
7 O -5.695 5.893 -3.499
8 C 2.849 4.908 -3.948
9 H 4.821 -5.560 5.885
10 N -4.848 4.359 -6.386
11 H -1.050 -3.389 -8.841
12 H -3.058 4.800 -7.369
13 H 0.406 2.088 0.056
14 H 1.327 -0.442 5.656
15 H -0.917 -3.735 7.771
16 C 6.497 2.445 0.204
17 C 2.839 -2.828 0.238
18 H -3.598 -1.255 -7.197
19 H 1.905 4.823 -4.486
20 H 4.326 1.398 4.900
21 H -1.269 -6.312 7.031
22 C -5.882 5.971 -4.885
23 C -3.587 3.949 -6.942
24 C -2.690 -1.553 -6.672
25 H 4.992 3.651 -2.990
26 H -4.978 3.595 -5.739
27 O 3.155 6.196 -3.437
28 H -2.239 1.272 -0.780
29 C -0.783 0.223 0.250
30 C 4.823 -3.038 4.770
31 H 0.173 -0.540 4.357
32 H -4.409 2.200 2.158
33 H -5.302 -0.286 0.599
34 C -2.888 -6.566 5.557
35 C -1.950 -2.850 -8.547
36 O -3.537 2.552 -4.892
37 H 2.153 -2.214 0.823
38 H -6.580 1.608 4.346
39 C 1.951 3.861 -1.745
40 H -3.538 -7.612 3.321
41 H 1.976 -6.365 7.769
42 C 7.364 3.280 -0.808
43 H -2.818 -3.076 -9.166
44 N -4.256 -2.556 -5.128
45 H 2.738 -3.523 -1.782
46 H -1.954 -3.354 -4.801
47 H 4.526 4.716 -1.940
48 H 2.026 -4.522 1.067
49 H -5.161 -2.135 -5.288
50 N 4.273 3.806 -2.298
51 H 3.019 -3.477 4.203
52 H -4.954 1.678 4.526
53 H 3.568 -4.009 1.696
54 C 2.532 1.253 1.396
55 O -5.653 3.504 3.956
56 H -3.727 -8.818 4.652
57 H 5.578 0.972 -1.227
58 O 1.222 0.765 1.371
59 H 5.488 3.963 0.835
60 H -4.810 -1.998 -1.073
61 H 2.393 8.140 -3.673
62 H 4.121 -6.952 4.961
63 H -1.084 -1.941 5.989
64 C 5.347 -1.658 4.343
65 H 2.509 -7.571 6.809
66 H -2.031 1.219 -4.222
67 H -6.720 5.342 -5.184
68 H 6.344 -1.536 4.768
69 C -2.043 -2.391 -4.300
70 H 1.740 -1.131 3.918
71 H -5.196 4.616 -1.928
72 H 5.857 0.757 4.946
73 H 6.994 2.339 1.168
74 H -4.457 4.098 -3.271
75 H -3.367 1.391 -3.145
76 C -6.505 4.031 4.987
77 C -5.720 2.061 3.852
78 H 3.709 -6.472 7.604
79 N -1.562 -4.530 5.907
80 H 4.509 -1.583 1.050
81 H -2.784 -5.406 7.354
82 H 5.154 -5.539 3.430
83 H 10.491 4.227 -0.896
84 C 4.217 -5.194 3.867
85 O -2.147 -2.765 -7.133
86 H 0.404 -4.471 6.981
87 O 2.819 -5.658 5.893
88 N 5.221 3.091 0.400
89 H -2.184 4.056 -5.274
90 H -5.982 4.957 5.227
91 C 2.774 -6.541 7.048
92 H 2.705 7.115 -5.131
93 C 9.404 4.308 -0.917
94 H 1.318 6.771 -4.218
95 C -5.416 4.536 -2.993
96 H 9.151 5.300 -0.544
97 H 1.754 4.874 -1.393
98 H -0.770 0.918 2.000
99 O -2.159 -7.551 4.866
100 H -2.014 2.720 -6.334
101 C -5.336 1.705 2.450
102 H -1.584 -1.937 -9.017
103 N -1.551 0.697 1.399
104 C -2.061 -5.705 6.595
105 H -3.267 -0.709 -4.654
106 H -3.775 -7.016 6.003
107 H 5.675 -3.710 4.878
108 H 1.049 -0.814 -3.543
109 H -7.497 4.282 4.614
110 O 0.789 -2.365 5.112
111 C 2.337 7.141 -4.105
112 H -2.439 -9.051 3.486
113 N 2.932 -4.102 0.916
114 H -3.856 5.623 -5.066
115 O -5.652 -0.203 -1.444
116 C -4.707 5.640 -5.747
117 H -6.711 3.448 5.885
118 C 1.462 -1.721 -3.101
119 H 7.229 2.922 -1.829
120 H 3.660 4.705 -4.648
121 C -5.460 -1.540 -1.818
122 H 4.428 -3.161 5.779
123 H 7.027 0.398 -0.599
124 H 2.821 2.816 -3.297
125 C -6.103 0.024 -0.072
126 H 2.651 2.312 1.167
127 H -1.087 -1.868 -4.272
128 O 4.498 -0.647 4.687
129 H 9.288 4.364 -1.999
130 H -5.613 2.194 -0.231
131 C 6.180 1.026 -0.320
132 N -6.510 1.957 1.517
133 H -6.776 2.912 1.710
134 H 5.096 0.864 3.348
135 H 6.884 4.247 -0.661
136 N 3.939 -3.719 3.864
137 H -2.360 2.683 -3.134
138 C -2.766 3.294 -5.792
139 H -0.899 0.695 -1.788
140 C -1.530 0.458 -0.932
141 C 4.094 -2.028 0.145
142 H -6.185 7.014 -4.798
143 C -0.498 -3.893 6.777
144 H 0.989 3.441 -2.039
145 H -3.708 3.208 -7.732
146 H 4.820 -2.540 -0.486
147 H -5.065 -1.547 -2.834
148 C -3.076 -1.647 -5.176
149 H 0.413 -2.147 7.055
150 H 4.084 -1.090 -0.410
151 C 0.597 1.022 0.177
152 H 4.887 3.185 -0.548
153 H -0.481 -0.793 0.503
154 O 1.926 -1.608 -1.750
155 H -6.219 3.800 -3.036
156 H 1.126 0.680 -0.713
157 H -2.147 -0.401 -1.197
158 H -5.038 0.660 2.364
159 H -2.003 1.572 1.173
160 H -4.139 -3.256 -5.847
161 H -3.417 -5.892 4.884
162 C -2.745 1.950 -3.844
163 H -7.281 1.947 -0.471
164 H -1.907 -0.830 -6.903
165 C 4.032 -5.894 5.211
166 H -4.583 6.437 -6.479
167 C 1.065 -1.014 4.766
168 H 5.388 -1.582 3.256
169 H -2.352 -2.425 -3.255
170 C 2.949 3.804 -2.856
171 H 5.614 0.458 0.419
172 C -0.162 -2.486 6.193
173 H -7.033 -0.504 0.140
174 H -1.315 -4.813 4.969
175 C -3.028 -8.293 4.003
176 H 0.783 -2.573 -3.086
177 H 2.857 0.968 2.397
178 C 2.097 -2.942 -1.120
179 C -6.438 1.565 0.104
180 C 4.923 0.635 4.399
181 O 8.670 3.247 -0.338

Forces on atoms 1 to 3 (eV/Å):
H -0.26 -0.12 -0.59
H -0.22 -0.22 0.10
H -0.45 0.26 -0.12

Its total charge is -1. Its spin multiplicity is 2. As for the lowest unoccupied orbital energy (spin up / spin down): 1.94 / 1.94 eV.



(2)
DFT (the ωB97M-V functional and the def2-TZVPD basis) results for a single C5H13N2O molecule in a non-equilibrium geometry.

Element x y z (Å)
1 H -0.173 -1.698 -1.693
2 H -0.631 -0.666 1.733
3 H 0.043 0.878 -0.403
4 H 1.696 -1.545 0.303
5 C 1.448 -0.467 0.293
6 H -2.867 2.060 0.784
7 H 1.513 -0.026 1.284
8 H 3.614 0.206 -0.159
9 H -2.667 1.028 2.244
10 H 0.578 -0.371 -2.302
11 H -2.322 0.258 -0.498
12 H -1.246 1.756 1.207
13 H -1.201 -1.680 0.204
14 H 2.414 1.091 -1.005
15 O 2.760 -0.623 -1.782
16 C 2.631 0.042 -0.628
17 C 0.077 -0.225 -0.370
18 N -2.248 0.058 0.492
19 C -0.994 -0.730 0.704
20 C -2.245 1.327 1.291
21 N -0.178 -0.675 -1.699

Forces on atoms 1 to 3 (eV/Å):
H 0.09 0.25 -0.32
H -0.23 -0.47 -0.30
H -0.37 -0.07 0.03

Its spin multiplicity is 2. As for the lowest unoccupied orbital energy (spin up / spin down): 0.96 / -1.57 eV.



(3)
DFT (the ωB97M-V functional and the def2-TZVPD basis) results for 11 unconnected molecules or ions with the total composition C13H48N20O11 in a non-equilibrium geometry.

Element x y z (Å)
1 H 6.848 -1.537 1.700
2 H 0.985 -5.065 2.049
3 H -2.811 4.225 -0.532
4 H 4.452 -1.446 -2.328
5 O 3.312 0.380 5.182
6 H 1.976 1.455 3.338
7 H -0.761 -2.105 -3.804
8 H -4.086 -1.153 -2.131
9 H 2.000 -2.519 2.455
10 O 3.937 -0.691 0.836
11 H 2.325 3.068 3.882
12 C -0.705 -4.937 0.863
13 C -1.895 6.755 -0.455
14 O -1.305 -5.451 -0.082
15 H -4.035 0.371 -1.383
16 C -3.890 3.014 -1.757
17 H -0.161 1.490 0.739
18 H 3.505 -1.294 -0.902
19 O -1.899 -4.713 -2.371
20 N -1.411 5.482 -0.262
21 C -3.465 -1.202 -0.143
22 N -3.576 3.548 -0.557
23 C 3.119 1.582 5.044
24 N -0.723 -2.868 -3.142
25 N -3.897 -0.628 -1.296
26 O -3.367 -2.405 0.071
27 N -0.786 1.358 -4.564
28 H 1.545 -0.807 2.398
29 N 1.351 -1.775 2.636
30 N 2.265 -3.428 -1.048
31 H 4.243 -0.244 3.431
32 C -1.623 0.282 -4.597
33 O -1.345 -0.852 -4.965
34 H 5.741 -1.124 3.348
35 H -0.373 0.347 -1.057
36 N -0.488 -0.948 3.530
37 H 1.739 -4.245 -1.322
38 H 4.373 2.228 6.527
39 N -2.559 -3.516 -4.196
40 H -3.551 -0.143 -4.348
41 H 1.366 0.185 -1.404
42 H -1.770 -3.163 1.041
43 H 0.597 -0.903 -0.183
44 C 0.383 -1.998 3.534
45 H -1.576 5.016 0.612
46 H 0.147 1.226 -4.913
47 C -1.727 -3.770 -3.119
48 H -2.778 -0.666 1.675
49 O 3.154 -3.464 -3.124
50 H -2.915 6.416 1.256
51 H -5.362 1.749 -2.482
52 N -1.025 -3.760 1.401
53 H -3.436 -3.997 -4.288
54 C 4.915 -0.907 1.551
55 C 0.598 0.086 -0.635
56 H 2.510 -3.264 -0.087
57 H -5.540 2.199 -0.823
58 O 1.693 0.773 1.377
59 H 2.362 2.209 -0.924
60 N 3.819 -1.871 -1.678
61 H -0.546 -3.543 2.266
62 H -3.129 1.375 -3.613
63 H -3.160 0.706 0.706
64 C 0.831 1.247 0.360
65 N 6.019 -1.584 1.138
66 H -0.370 -0.350 2.730
67 H -0.018 -2.914 -2.426
68 H -2.453 -2.658 -4.706
69 H -1.334 -0.873 4.063
70 C 1.490 2.467 -0.322
71 O -1.640 7.515 -1.372
72 H 0.790 3.077 -0.886
73 N -2.826 7.056 0.491
74 H -0.690 5.073 -0.831
75 H -3.299 7.937 0.395
76 N 5.002 -0.632 2.886
77 H 0.548 -6.452 0.986
78 N -5.011 2.236 -1.675
79 N 0.451 -5.511 1.325
80 N -2.883 0.598 -4.221
81 H 6.163 -1.499 0.140
82 H -1.066 2.195 -4.088
83 H -4.373 3.753 0.026
84 O 0.286 -3.122 4.065
85 H 2.455 0.424 0.882
86 N 2.369 2.075 4.029
87 H 1.886 3.148 0.437
88 C 3.105 -2.978 -1.994
89 N -3.063 -0.290 0.787
90 N 3.633 2.496 5.906
91 O -3.105 2.985 -2.704
92 H 3.518 3.460 5.645

Forces on atoms 1 to 3 (eV/Å):
H 0.14 0.08 -0.03
H 0.08 -0.57 0.18
H -0.45 -0.16 -0.35

As for the lowest unoccupied orbital energy: -0.75 eV.